Formula: C3H2N2O2
Source: the OMol25 dataset
Level of theory: ωB97M-V with the def2-TZVPD basis set

Cartesian coordinates (Å):
C 0.9844 1.5370 0.0449
C -1.9043 -0.1864 -0.0019
C 0.3115 0.3150 -0.1778
N 1.6029 2.5143 -0.0328
N 0.8933 -0.9473 0.0365
O 2.0389 -0.8380 0.4087
O 0.2694 -1.9149 -0.1608
H -1.9341 -1.2966 0.0733
H -2.2620 0.8169 -0.1902

Its total energy is -10207.7519 eV. Its HOMO energy (spin up / spin down) is -10.1 / -10.6 eV. The LUMO energy (spin up / spin down) is -1.39 / -2.78 eV. The orbital gap (spin up / spin down) is 0.319 / 0.288 Eh. For the energy above the lowest of the compared OMol25 structures with the same formula, charge and spin, the calculation gives 160.27 kcal/mol. The strongest force on any atom comes out at 4.815 eV/A. Its spin multiplicity is 3. As for the net charge: 0.

Partial atomic charges computed with the Löwdin method, in multiples of e: -0.202 0.269 0.039 0.188 -0.483 0.087 0.077 0.026 -0.002